(1)
The molecule C5H6O3 at a distorted geometry, computed with ωB97M-V/def2-TZVPD.

Last column: Löwdin charge in e.
Atoms and positions in Å:
O: 2.2099 -0.8653 0.6136  0.074
C: 1.0008 -0.5891 0.6042  -0.308
C: -0.2250 -1.5405 0.7145  0.040
C: -1.3333 -0.8243 0.2761  0.021
C: -0.9339 0.5598 -0.2496  -0.323
O: -0.8785 0.4706 -1.6596  -0.014
C: 0.4808 0.8048 0.3957  -0.223
O: 1.2312 1.3683 -0.6804  -0.017
H: -0.0969 -2.6248 0.9988  0.123
H: -2.3801 -1.2814 0.0787  0.144
H: -1.5966 1.3589 0.1031  0.142
H: -0.0172 0.8993 -1.8605  0.091
H: 0.4633 1.3522 1.3035  0.153
H: 2.0754 0.9115 -0.6380  0.098

Values from the calculation:
Energy above the lowest of the compared OMol25 structures with the same formula, charge and spin, kcal per mole: 28.5
SMILES: O=C1C=C[C@H](O)[C@@H]1O
HOMO level, Ha: -0.375

(2)
The molecule C5H6O3 at a distorted geometry, computed with ωB97M-V/def2-TZVPD.

Last column: Löwdin charge in e.
Atoms and positions in Å:
C: -1.1782 0.4268 1.3172  0.087
C: -0.7594 -0.1306 0.1847  -0.320
O: -1.5736 -0.8588 -0.6504  0.014
C: 0.6241 0.3502 -0.5800  -0.105
C: 1.1654 1.5468 -0.4962  0.108
C: 1.2036 -0.9786 -0.2556  -0.521
O: 2.2877 -0.9909 0.3152  0.101
O: 0.7818 -2.0637 -0.9540  0.114
H: -0.4817 0.9502 1.9464  0.073
H: -2.2268 0.4693 1.5722  0.069
H: -2.4911 -0.7954 -0.3567  0.121
H: 0.5598 2.4236 -0.3275  0.079
H: 2.2435 1.6209 -0.5156  0.087
H: -0.1551 -1.9697 -1.1997  0.093

Values from the calculation:
Energy above the lowest of the compared OMol25 structures with the same formula, charge and spin, kcal per mole: 63.6
SMILES: C=C(O)C(=C)C(=O)O
HOMO level, Ha: -0.349

(3)
The molecule C5H6O4 at a distorted geometry, computed with ωB97M-V/def2-TZVPD.

Last column: Löwdin charge in e.
Atoms and positions in Å:
O: -0.4659 2.4590 -0.1905  0.127
C: -0.1244 1.3054 -0.2420  -0.352
C: -0.3135 0.4579 0.9804  -0.097
C: -0.6988 -0.9682 0.6850  -0.118
O: -0.0469 -1.6000 -0.4720  0.040
C: 0.4759 -1.0329 -1.5313  -0.461
O: 0.8056 -1.5448 -2.5502  0.159
C: 0.4624 0.5763 -1.4521  -0.177
O: -0.1108 0.9728 -2.6992  0.010
H: -1.1751 0.8832 1.6709  0.174
H: 0.5544 0.4647 1.6748  0.137
H: -0.5603 -1.6297 1.5157  0.121
H: -1.7638 -0.9774 0.4009  0.135
H: 1.5913 0.7715 -1.4324  0.191
H: -1.0120 0.6214 -2.6533  0.112

Values from the calculation:
Energy above the lowest of the compared OMol25 structures with the same formula, charge and spin, kcal per mole: 40.1
SMILES: O=C1CCOC(=O)[C@H]1O
HOMO level, Ha: -0.374

(4)
The molecule C5H6O4 at a distorted geometry, computed with ωB97M-V/def2-TZVPD.

Last column: Löwdin charge in e.
Atoms and positions in Å:
O: -0.5134 -1.7221 -1.9074  0.154
C: -0.3215 -0.9778 -0.9839  -0.590
O: -0.2912 -1.4908 0.2133  0.155
C: -0.0185 -0.3897 1.1780  -0.282
C: 1.3772 0.3187 1.0750  -0.100
C: 1.1094 1.6193 0.4165  -0.104
C: -0.3102 1.2966 -0.1285  -0.246
O: -0.4073 0.3589 -1.1745  0.117
O: -0.8722 0.6614 1.0624  0.026
H: 0.1353 -0.6863 2.2161  0.166
H: 1.5667 0.5763 2.0574  0.090
H: 2.2067 -0.2823 0.5774  0.162
H: 0.9699 2.4537 1.0423  0.090
H: 1.8300 2.2085 -0.4011  0.187
H: -1.0543 2.0681 -0.3860  0.177

Values from the calculation:
Energy above the lowest of the compared OMol25 structures with the same formula, charge and spin, kcal per mole: 44.7
SMILES: O=C1O[C@H]2CC[C@@H](O1)O2
HOMO level, Ha: -0.395